w | Density functional theory data (ωB97M-V/def2-TZVPD) for C10H16N2O5 in the gas phase.

LUMO level	0.50	eV
frontier orbital gap	9.863	eV
HOMO level	-9.366	eV
SMILES	O=C(O)CC[C@H](NC(=O)[C@@H]1CCCN1)C(=O)O
spin multiplicity	1

Last column: natural (NBO) charge in e.
Atoms and positions in Å:
O (-0.6236, 2.6203, -0.8339)  -0.62
C (0.3005, 2.3020, -0.1413)  0.81
O (0.1705, 1.9731, 1.0939)  -0.68
C (1.8269, 2.2530, -0.5396)  -0.53
C (2.5621, 1.2622, 0.3630)  -0.41
C (2.2141, -0.2136, 0.0714)  -0.18
N (0.9529, -0.7171, 0.5253)  -0.62
C (-0.1341, -0.8605, -0.3068)  0.69
O (-0.0676, -0.6340, -1.4668)  -0.61
C (-1.3041, -1.3675, 0.4693)  -0.14
C (-2.3971, -1.9613, -0.4047)  -0.45
C (-3.6161, -0.9602, -0.4199)  -0.41
C (-3.0077, 0.3292, 0.0141)  -0.24
N (-1.8449, -0.0380, 0.9075)  -0.68
C (3.2423, -1.2884, -0.0432)  0.80
O (3.2293, -2.3959, 0.3056)  -0.56
O (4.3589, -0.6945, -0.4428)  -0.71
H (-0.7060, 1.7900, 1.2712)  0.51
H (1.4834, 1.8711, -1.6140)  0.26
H (2.1542, 3.2519, -0.6624)  0.24
H (3.6457, 1.4282, 0.2676)  0.24
H (2.4331, 1.3439, 1.4516)  0.23
H (2.1830, -0.2792, -0.9577)  0.25
H (0.8133, -0.8990, 1.5352)  0.40
H (-0.8365, -2.0494, 1.3134)  0.22
H (-2.8433, -2.9123, -0.2785)  0.23
H (-1.9129, -1.8851, -1.3772)  0.24
H (-4.4174, -1.2199, 0.3667)  0.20
H (-3.9752, -0.7843, -1.4266)  0.23
H (-2.7556, 1.0556, -0.6890)  0.22
H (-3.8864, 0.9028, 0.5255)  0.19
H (-2.2749, -0.0138, 1.9277)  0.38
H (5.0332, -1.2092, -0.8045)  0.50

---

x | Density functional theory data (ωB97M-V/def2-TZVPD) for a molecular structure, C10H16N2O5.

LUMO level	0.32	eV
frontier orbital gap	9.939	eV
HOMO level	-9.622	eV
spin multiplicity	1

Last column: natural (NBO) charge in e.
Atoms and positions in Å:
C (-0.4476, 0.7675, 0.9128)  -0.18
C (-0.2238, 0.5796, -0.6005)  0.71
C (0.1787, -0.1335, 2.0182)  -0.46
C (-0.0688, 0.6635, 3.3933)  -0.55
C (-1.4441, 0.0141, 4.1717)  0.78
C (1.2443, -0.0440, -2.1545)  -0.12
C (1.4696, 1.3635, -2.7451)  0.79
C (0.4971, -1.1467, -3.2097)  -0.44
C (0.2760, -2.3178, -2.1547)  -0.40
C (0.4730, -1.6447, -0.5673)  -0.21
H (-2.4283, 0.2471, 1.8148)  0.38
H (-2.0592, 1.7598, 0.4575)  0.44
H (0.2344, 1.5860, 0.7913)  0.22
H (1.4236, 0.2233, 1.8971)  0.24
H (-0.0156, -1.4374, 1.9865)  0.26
H (0.7300, 0.6877, 4.3819)  0.27
H (-0.4282, 1.9257, 3.1365)  0.25
H (-2.0408, 1.3867, 3.0642)  0.52
H (2.3549, -0.4735, -2.0828)  0.23
H (-0.5204, -0.7396, -3.5734)  0.24
H (1.1518, -1.7565, -4.0023)  0.25
H (1.2565, -3.0215, -2.0104)  0.21
H (-0.6283, -2.8586, -2.2689)  0.22
H (-0.4358, -1.8578, 0.0998)  0.23
H (1.4197, -2.1130, -0.0805)  0.21
H (0.9897, 2.3403, -4.4557)  0.53
N (-1.6346, 1.2615, 1.3956)  -0.88
N (0.6749, -0.2383, -0.8557)  -0.48
O (-1.0785, 1.3166, -1.3031)  -0.66
O (-1.5333, -0.9906, 4.9553)  -0.58
O (-2.5083, 0.8191, 3.7054)  -0.73
O (2.0938, 2.2977, -2.1759)  -0.61
O (1.0275, 1.5339, -3.9413)  -0.68

---

Relative to the most stable one, in kJ/mol, the structures come out at w 0.0; x 690.2.

---

w | Density functional theory data (ωB97M-V/def2-TZVPD) for a molecular structure, C2H4S3.

LUMO level	-0.68	eV
frontier orbital gap	7.959	eV
HOMO level	-8.641	eV
spin multiplicity	1

Last column: natural (NBO) charge in e.
Atoms and positions in Å:
C (-1.7183, -0.0144, 0.0777)  -0.45
C (1.1002, -0.4674, -0.1148)  -0.75
S (-1.2887, 1.8567, 0.0730)  -0.24
S (-3.2764, -0.7513, -0.0603)  0.16
S (-0.5371, -1.2747, 0.0921)  0.36
H (1.9232, -1.0280, 0.5745)  0.24
H (0.8321, 0.5636, 0.2349)  0.28
H (1.4046, -0.5206, -1.1574)  0.23
H (-3.9629, 0.4170, -0.0896)  0.17

---

x | Density functional theory data (ωB97M-V/def2-TZVPD) for a molecular structure, C2H4S3.

LUMO level	-1.33	eV
frontier orbital gap	7.343	eV
HOMO level	-8.671	eV
spin multiplicity	1

Last column: natural (NBO) charge in e.
Atoms and positions in Å:
C (0.5222, -0.3257, -0.5962)  -0.68
C (-0.3972, -0.4293, 0.5530)  -0.21
H (1.5587, 2.0313, -1.5165)  0.12
H (1.5470, 0.1320, -0.3184)  0.26
H (0.7070, -1.5766, -1.0895)  0.27
H (-1.5217, -0.2734, 2.5042)  0.21
S (0.0013, 0.8978, -1.8599)  0.06
S (-0.3463, 0.5703, 2.0396)  0.07
S (-2.0712, -1.0264, 0.2838)  -0.10

---

Relative to the most stable one, in kJ/mol, the structures come out at w 0.0; x 317.1.

---

w | Density functional theory data (ωB97M-V/def2-TZVPD) for a molecular structure, C2H4ClFO.

LUMO level	0.14	eV
frontier orbital gap	10.400	eV
HOMO level	-10.264	eV
spin multiplicity	1

Last column: natural (NBO) charge in e.
Atoms and positions in Å:
C (0.6296, -0.0496, -0.2653)  -0.11
C (-0.6410, 0.2587, 0.5305)  0.28
H (0.1893, -1.9077, -0.9260)  0.44
H (1.4639, -0.4601, 0.5810)  0.17
H (1.0022, 1.0093, -0.8651)  0.22
H (-0.1091, 0.5576, 1.5458)  0.12
O (0.2950, -0.7503, -1.3504)  -0.67
F (-1.4534, -0.5779, 0.7567)  -0.27
Cl (-1.3766, 1.9199, -0.0072)  -0.17

---

x | Density functional theory data (ωB97M-V/def2-TZVPD) for C2H4ClFO in the gas phase.

LUMO level	0.79	eV
frontier orbital gap	11.797	eV
HOMO level	-11.009	eV
SMILES	OC[C@H](F)Cl
spin multiplicity	1

Last column: natural (NBO) charge in e.
Atoms and positions in Å:
O (-0.9752, -1.0551, 1.6025)  -0.70
C (-0.3436, -1.1475, 0.2439)  -0.13
C (-0.3777, 0.1489, -0.4987)  0.25
F (-0.2806, -0.0706, -1.7986)  -0.33
Cl (1.0494, 1.1362, 0.2283)  -0.14
H (-1.5785, -1.7460, 1.6107)  0.47
H (0.6173, -1.5737, 0.2809)  0.20
H (-0.9674, -1.7598, -0.4245)  0.18
H (-1.2569, 0.8323, -0.4520)  0.20

---

Relative to the most stable one, in kJ/mol, the structures come out at w 273.8; x 0.0.

---

w | Density functional theory data (ωB97M-V/def2-TZVPD) for 4 unconnected molecules or ions with the total composition C34H76BBrClN4O12.

charge	+1
LUMO level	-2.95	eV
frontier orbital gap	8.036	eV
HOMO level	-10.987	eV
spin multiplicity	1

Last column: Mulliken charge in e.
Atoms and positions in Å:
C (-2.6654, -3.2984, 0.7861)  -1.50
C (-1.6231, -2.2593, 1.1450)  0.09
O (-1.0175, -1.6007, 0.0323)  -0.28
C (0.0668, -2.1956, -0.6368)  1.64
C (-0.3244, -3.4496, -1.4487)  -1.86
C (-1.6579, -3.3239, -2.1984)  -0.43
C (-1.5029, -3.2975, -3.7164)  -0.93
Br (-2.7754, -2.0854, -4.5715)  -0.18
C (0.4334, -1.1331, -1.6413)  -1.48
N (-0.5609, -0.4946, -2.3666)  0.19
N (1.7027, -0.9399, -1.7164)  0.61
C (2.3836, 0.0477, -2.5527)  -1.20
C (3.3563, 0.9487, -1.7777)  0.17
C (2.9637, 2.4311, -1.7186)  -1.15
N (2.4019, 2.7585, -0.4076)  -0.22
C (2.4688, -1.9032, -0.8754)  -1.04
C (3.1118, -2.9960, -1.7818)  -1.19
N (4.4896, -3.3585, -1.5010)  -0.65
C (1.4061, -2.3317, 0.1733)  1.71
C (1.4899, -1.3905, 1.4116)  -2.57
C (1.0781, 0.0822, 1.2074)  0.86
C (0.1819, 0.6313, 2.3254)  -0.40
Cl (-1.0849, 1.7076, 1.6471)  -0.21
B (1.7346, -3.7674, 0.8088)  0.88
O (3.0476, -4.1178, 1.0397)  -0.62
O (0.7488, -4.6728, 1.1277)  -0.65
H (-2.2287, -4.1712, 0.2966)  0.01
H (-3.4346, -2.8897, 0.1357)  0.36
H (-3.1240, -3.6562, 1.7092)  0.59
H (-2.0919, -1.4542, 1.7119)  0.45
H (-0.8649, -2.7018, 1.7942)  0.02
H (-0.3485, -4.3015, -0.7821)  0.67
H (0.4666, -3.6324, -2.1789)  0.50
H (-2.2247, -2.4599, -1.8664)  0.70
H (-2.2622, -4.1977, -1.9541)  -0.44
H (-1.7234, -4.2613, -4.1605)  0.59
H (-0.5262, -2.9475, -4.0460)  0.39
H (-0.2875, -0.2993, -3.3224)  0.39
H (-0.8938, 0.3549, -1.9242)  0.31
H (1.6296, 0.6595, -3.0425)  0.64
H (2.9068, -0.5048, -3.3322)  0.40
H (4.3415, 0.8648, -2.2332)  0.47
H (3.4468, 0.6215, -0.7423)  -0.24
H (3.8625, 3.0277, -1.8656)  0.55
H (2.2875, 2.6808, -2.5451)  0.29
H (1.4431, 2.4283, -0.3699)  0.09
H (2.3471, 3.7615, -0.2793)  0.19
H (3.3134, -1.3758, -0.4288)  0.82
H (2.5027, -3.8992, -1.7941)  0.41
H (3.1002, -2.6114, -2.8041)  0.53
H (5.1243, -2.7201, -1.9607)  0.31
H (4.6997, -3.3274, -0.5136)  0.27
H (0.9437, -1.8261, 2.2512)  0.64
H (2.5415, -1.4058, 1.7166)  0.68
H (0.5214, 0.2078, 0.2873)  -0.33
H (1.9821, 0.6921, 1.1857)  -0.23
H (0.7274, 1.2341, 3.0403)  0.14
H (-0.3579, -0.1586, 2.8412)  0.43
H (3.5070, -3.5317, 1.6339)  0.33
H (0.2699, -4.5179, 1.9386)  0.33
C (6.9533, 1.1650, 3.4251)  -0.80
O (5.8271, 1.9736, 3.6736)  -0.30
C (4.7281, 1.6251, 2.8628)  -0.53
C (3.4710, 2.3165, 3.3366)  -0.30
O (2.8343, 1.6670, 4.4265)  -0.31
C (3.4016, 1.8954, 5.7130)  -0.56
C (3.0373, 3.2359, 6.3045)  -0.61
O (3.8614, 4.2496, 5.7652)  -0.25
C (3.4011, 5.5395, 6.1022)  -0.78
H (7.2724, 1.2372, 2.3781)  0.31
H (7.7584, 1.5196, 4.0635)  0.26
H (6.7465, 0.1144, 3.6632)  0.32
H (4.5710, 0.5353, 2.8894)  0.22
H (4.9276, 1.9265, 1.8223)  0.46
H (2.7498, 2.2696, 2.5165)  0.23
H (3.6678, 3.3682, 3.5526)  0.36
H (4.4862, 1.7744, 5.6874)  0.27
H (2.9812, 1.1183, 6.3530)  0.37
H (3.1691, 3.1935, 7.3947)  0.47
H (1.9821, 3.4516, 6.0907)  0.33
H (2.4063, 5.7274, 5.6816)  0.32
H (4.1042, 6.2566, 5.6855)  0.23
H (3.3574, 5.6753, 7.1887)  0.32
C (1.8721, 9.6162, -2.4856)  -0.78
O (1.0120, 8.5058, -2.3535)  -0.24
C (1.7227, 7.2944, -2.2271)  -0.69
C (0.7881, 6.1815, -1.8122)  -0.05
O (0.5184, 6.1349, -0.4213)  -0.35
C (-0.4286, 7.0777, 0.0671)  -0.51
C (-1.8637, 6.6924, -0.2017)  -0.53
O (-2.2256, 7.0264, -1.5270)  -0.26
C (-3.4702, 6.4752, -1.8901)  -0.74
H (2.5223, 9.5137, -3.3621)  0.31
H (1.2488, 10.4981, -2.6098)  0.24
H (2.4956, 9.7419, -1.5931)  0.32
H (2.5189, 7.3957, -1.4771)  0.36
H (2.1833, 7.0364, -3.1929)  0.45
H (1.2877, 5.2312, -2.0268)  0.00
H (-0.1323, 6.2197, -2.3997)  0.28
H (-0.2235, 8.0753, -0.3254)  0.24
H (-0.2825, 7.0945, 1.1481)  0.38
H (-2.5152, 7.2267, 0.5038)  0.47
H (-1.9861, 5.6130, -0.0373)  0.28
H (-3.4392, 5.3786, -1.8712)  0.29
H (-3.6927, 6.8066, -2.9016)  0.23
H (-4.2686, 6.8166, -1.2212)  0.31
C (-5.4049, -4.9827, -4.4616)  -0.68
O (-5.5386, -5.7364, -3.2783)  -0.36
C (-4.4810, -5.4526, -2.3891)  -0.36
C (-4.7496, -6.0014, -1.0070)  -0.63
O (-5.5878, -5.1732, -0.2215)  -0.34
C (-6.9818, -5.2623, -0.4892)  -0.51
C (-7.6383, -6.4843, 0.1077)  -0.62
O (-7.4188, -7.6127, -0.7158)  -0.26
C (-7.8008, -8.8120, -0.0805)  -0.77
H (-4.4403, -5.1820, -4.9466)  0.26
H (-6.2039, -5.2635, -5.1432)  0.29
H (-5.4768, -3.9100, -4.2499)  0.29
H (-4.3358, -4.3646, -2.3165)  0.23
H (-3.5531, -5.9046, -2.7798)  0.56
H (-3.7968, -6.0298, -0.4711)  0.44
H (-5.1369, -7.0207, -1.0707)  0.31
H (-7.1795, -5.2134, -1.5622)  0.24
H (-7.4191, -4.3812, -0.0169)  0.39
H (-8.7181, -6.3015, 0.2010)  0.46
H (-7.2281, -6.6617, 1.1105)  0.34
H (-7.1994, -8.9937, 0.8180)  0.32
H (-7.6376, -9.6227, -0.7866)  0.23
H (-8.8600, -8.7939, 0.2007)  0.31

---

x | Density functional theory data (ωB97M-V/def2-TZVPD) for 4 unconnected molecules or ions with the total composition C34H76BBrClN4O12.

charge	+1
LUMO level	-3.79	eV
frontier orbital gap	6.928	eV
HOMO level	-10.719	eV
spin multiplicity	1

Last column: Mulliken charge in e.
Atoms and positions in Å:
C (3.4341, -1.7483, -2.6987)  -0.92
C (2.7690, -0.6519, -1.6678)  0.20
O (1.3499, -0.8769, -1.3575)  -0.36
C (0.4464, -0.2944, -2.3761)  1.09
C (0.2435, -1.2087, -3.7404)  -0.62
C (0.2314, -2.8232, -3.4598)  -0.48
C (-1.2319, -3.5481, -3.6363)  -0.49
Br (-1.3533, -4.9536, -2.1625)  -0.19
C (-1.0470, -0.5156, -1.6466)  -1.93
N (-1.5499, -1.7662, -0.9314)  -0.13
N (-1.9225, 0.5729, -1.6273)  0.72
C (-3.2821, 0.7026, -0.9412)  -1.02
C (-3.4189, 2.0949, -0.0617)  0.16
C (-3.6038, 1.7620, 1.5616)  -0.77
N (-2.3204, 2.1955, 2.2407)  -0.29
C (-1.2082, 1.6399, -2.4813)  -0.87
C (-2.0516, 1.6351, -3.8949)  -0.68
N (-2.4456, 3.0696, -4.3053)  -0.69
C (0.4124, 1.3466, -2.4987)  1.25
C (1.0957, 2.2902, -1.3474)  -1.71
C (0.7355, 1.8964, 0.1983)  0.60
C (2.1755, 1.9949, 1.0442)  -0.32
Cl (2.1860, 0.5183, 2.2250)  -0.23
B (1.1646, 1.9410, -3.8753)  0.81
O (0.7436, 3.2266, -4.5344)  -0.57
O (2.3353, 1.2669, -4.5197)  -0.60
H (3.0199, -1.6416, -3.8114)  0.11
H (3.2461, -2.8664, -2.3913)  0.29
H (4.5927, -1.4766, -2.7853)  0.39
H (3.3535, -0.7539, -0.6325)  0.33
H (3.0290, 0.4144, -2.0744)  -0.14
H (1.0539, -1.0049, -4.5597)  0.50
H (-0.8288, -0.9287, -4.1524)  0.21
H (0.6596, -3.1555, -2.4232)  0.45
H (0.9425, -3.3198, -4.2799)  -0.05
H (-1.3425, -4.1456, -4.6362)  0.47
H (-2.1470, -2.8178, -3.4144)  0.26
H (-2.5566, -1.9769, -1.2134)  0.44
H (-1.5165, -1.5448, 0.1009)  0.37
H (-3.5471, -0.1909, -0.2308)  0.44
H (-4.1071, 0.7293, -1.7809)  0.29
H (-4.3842, 2.6821, -0.4273)  0.39
H (-2.5048, 2.8232, -0.1319)  -0.09
H (-4.4909, 2.4251, 1.9920)  0.35
H (-3.9086, 0.6457, 1.7657)  0.26
H (-1.6362, 1.4191, 2.0357)  0.10
H (-2.4409, 2.2305, 3.2922)  0.17
H (-1.4678, 2.7228, -2.0630)  0.53
H (-1.5585, 1.0300, -4.7700)  0.24
H (-3.0946, 1.0958, -3.6823)  0.31
H (-3.3227, 3.2871, -3.7433)  0.32
H (-1.7453, 3.7615, -3.9588)  0.32
H (2.2603, 2.3907, -1.5709)  0.44
H (0.6636, 3.3902, -1.5214)  0.38
H (0.3529, 0.8055, 0.3688)  0.11
H (0.0469, 2.7271, 0.6646)  -0.45
H (2.2498, 2.9732, 1.6913)  0.27
H (3.1166, 1.8307, 0.3536)  0.32
H (0.9602, 3.9752, -3.8736)  0.34
H (3.1755, 1.4468, -4.0024)  0.34
C (-1.6924, 8.4124, 0.8952)  -0.79
O (-1.0848, 7.6392, 1.9180)  -0.27
C (-0.8845, 6.2819, 1.5174)  -0.60
C (0.0623, 5.5738, 2.4894)  -0.18
O (1.4429, 5.8340, 2.2062)  -0.39
C (1.9169, 7.1301, 2.5939)  -0.47
C (2.1223, 7.2563, 4.1055)  -0.60
O (0.8848, 7.5644, 4.7508)  -0.25
C (0.9601, 7.3927, 6.1570)  -0.77
H (-2.6604, 7.9886, 0.6144)  0.31
H (-1.8464, 9.4254, 1.2773)  0.25
H (-1.0342, 8.4688, 0.0227)  0.32
H (-0.4692, 6.2468, 0.5042)  0.34
H (-1.8598, 5.7835, 1.5306)  0.45
H (-0.0615, 4.4937, 2.3564)  0.11
H (-0.1760, 5.7973, 3.5318)  0.26
H (1.2742, 7.9208, 2.1986)  0.22
H (2.8936, 7.2362, 2.1102)  0.37
H (2.8178, 8.0773, 4.3112)  0.46
H (2.5312, 6.3211, 4.5035)  0.34
H (1.1485, 6.3428, 6.4003)  0.31
H (-0.0011, 7.6807, 6.5907)  0.23
H (1.7424, 8.0257, 6.5813)  0.32
C (-5.2786, 0.3785, 8.7200)  -0.78
O (-4.4230, -0.2463, 7.7762)  -0.24
C (-4.4236, 0.4336, 6.5189)  -0.67
C (-3.2584, -0.0492, 5.6518)  -0.06
O (-2.0222, 0.6008, 5.9735)  -0.40
C (-1.3883, 0.1553, 7.1795)  -0.45
C (-0.7191, -1.2126, 7.0247)  -0.59
O (-1.6792, -2.2574, 7.1957)  -0.25
C (-1.1808, -3.5144, 6.7666)  -0.75
H (-6.3056, 0.4131, 8.3464)  0.31
H (-5.2567, -0.2078, 9.6429)  0.24
H (-4.9209, 1.3883, 8.9439)  0.32
H (-4.3446, 1.5148, 6.6767)  0.36
H (-5.3701, 0.2050, 6.0173)  0.45
H (-3.4702, 0.2298, 4.6141)  0.02
H (-3.1509, -1.1361, 5.6755)  0.25
H (-2.0822, 0.1807, 8.0237)  0.22
H (-0.6054, 0.8934, 7.3831)  0.37
H (0.0455, -1.3337, 7.8000)  0.46
H (-0.2536, -1.2879, 6.0360)  0.33
H (-0.9782, -3.4939, 5.6916)  0.30
H (-1.9451, -4.2716, 6.9597)  0.23
H (-0.2754, -3.7784, 7.3172)  0.31
C (0.2599, -7.8003, -4.4601)  -0.67
O (1.4211, -7.5734, -5.2433)  -0.33
C (1.7741, -6.1893, -5.2911)  -0.44
C (3.1913, -6.0198, -5.8439)  -0.49
O (4.2019, -6.2165, -4.8469)  -0.47
C (4.4443, -7.5801, -4.4771)  -0.41
C (5.2326, -8.3494, -5.5400)  -0.61
O (4.3538, -8.8285, -6.5602)  -0.25
C (5.0611, -9.2762, -7.7055)  -0.77
H (-0.5902, -7.2405, -4.8591)  0.26
H (0.0279, -8.8685, -4.4929)  0.27
H (0.4457, -7.5193, -3.4188)  0.28
H (1.7128, -5.7513, -4.2887)  0.26
H (1.0618, -5.6867, -5.9543)  0.50
H (3.3055, -4.9805, -6.1701)  0.43
H (3.3701, -6.6509, -6.7175)  0.20
H (3.5148, -8.0877, -4.2066)  0.21
H (5.0588, -7.5283, -3.5722)  0.38
H (5.7121, -9.2197, -5.0788)  0.46
H (5.9974, -7.6986, -5.9777)  0.35
H (5.5984, -8.4428, -8.1679)  0.32
H (4.3372, -9.6635, -8.4273)  0.23
H (5.7573, -10.0749, -7.4408)  0.31

---

Relative to the most stable one, in kJ/mol, the structures come out at w 0.0; x 877.8.